5 unconnected molecules or ions with the total composition C33H73BrO21P4 at a distorted geometry. Source: OMol25; level of theory: the ωB97M-V functional and the def2-TZVPD basis.

Values from the calculation:
- LUMO energy: -1.5 eV
- Kohn-Sham gap: 7.911 eV
- 2S+1: 1
- Net charge: 0
- Energy: -185600.3935 eV

The geometry in XYZ format:
```
132
Properties=species:S:1:pos:R:3:forces:R:3
Br 3.258130 -3.396234 4.339726 -0.27 0.32 0.19
P -2.262323 3.612760 -3.436482 -5.06 -5.64 -0.71
P -6.287262 -5.763769 3.802999 0.58 -2.70 4.60
P 4.046906 -6.433415 -0.923396 -3.85 -3.35 -0.88
P -0.626813 8.007453 -7.781634 -4.52 -0.66 -2.52
O -0.651930 7.372117 -6.307367 2.36 1.29 -0.02
O 0.111025 9.193983 -8.630725 1.64 -0.49 2.52
O -1.953803 8.885590 -7.540633 -0.09 -0.10 0.00
O -6.902661 -6.869780 2.768836 -0.12 2.73 -1.35
O -2.637402 4.191481 -1.961014 2.42 2.12 -0.71
O -3.754908 3.945583 -3.976384 -0.08 0.24 0.09
O 4.213462 -8.032538 -1.040716 -0.10 -0.02 -0.15
O -0.794202 6.895161 -8.740882 0.74 -0.05 0.27
O 6.314021 -2.398183 4.101547 0.60 -0.36 0.59
O -4.973903 -6.302861 4.214609 0.13 0.36 -0.76
O -3.934132 -1.225356 0.871405 -0.17 -0.10 0.53
O -6.249349 -4.178165 4.028224 -0.73 -0.13 -2.65
O 4.402998 -0.662110 5.495441 -0.42 0.50 -0.36
O 3.752841 0.131470 7.438615 0.07 -0.20 0.42
O -7.447093 -6.000942 4.896020 0.00 0.05 0.06
O 2.678303 -5.941990 -1.199103 0.46 0.63 0.10
O -2.047700 2.164611 -3.132814 1.09 0.59 0.27
O 5.625813 -2.755772 1.972684 1.57 -0.34 0.12
O -1.713920 3.613736 -5.012305 1.83 2.78 1.42
O 4.182617 -6.443253 0.696535 2.27 1.58 -1.06
O 4.932405 -6.139155 -2.229781 1.39 1.20 1.93
C 3.113149 -1.783460 3.209850 0.32 0.23 -1.02
C 3.192023 2.785697 0.714013 0.20 0.17 1.09
C -1.568624 1.343187 1.857726 0.48 -0.65 -1.25
C 2.406807 -2.204170 1.910204 -0.89 -0.12 0.07
C 4.490473 -1.060069 3.060988 0.92 -0.72 1.53
C 0.194751 3.183498 2.137163 0.36 -0.53 -0.96
C 1.546585 9.129987 -8.769843 0.05 -0.10 -0.30
C 4.515712 -6.776228 -3.439086 -0.03 -0.17 -0.48
C 3.587349 1.624623 1.627508 0.00 -0.60 -0.71
C -2.558060 -0.951909 1.131807 -0.13 0.20 -1.07
C 2.243295 0.590291 5.699013 0.22 -0.02 0.02
C 4.520809 -5.186767 1.340198 -0.15 -0.22 -0.02
C 4.728978 -0.091860 4.236851 0.61 -0.09 -0.72
C -7.656790 -7.304882 5.432755 -0.10 -0.12 0.01
C -2.241265 0.498750 0.737039 0.02 -0.29 0.90
C -4.320401 3.186874 -5.043574 -0.05 0.07 -0.20
C 3.524992 0.026881 6.271807 -0.01 0.19 0.47
C -0.303113 3.792877 -5.252050 0.10 -0.40 -0.10
C -0.280122 1.968578 1.316749 -0.52 0.94 0.31
C -6.484305 -6.803805 1.388052 0.21 -0.23 -0.05
C 4.961628 -0.505262 1.710703 0.04 0.10 -0.68
C 5.604499 -2.145533 3.201534 -1.30 0.61 -1.03
C -1.853029 6.698235 -5.926833 -0.56 -0.10 0.33
C -4.501999 -2.004082 1.913802 0.17 0.59 -0.12
C -6.029238 -3.709938 5.360267 0.05 0.26 0.44
C -2.676342 9.400358 -8.657752 -0.05 0.13 -0.07
C 5.580152 -1.739193 0.990334 -1.78 0.36 -0.58
C -3.793397 3.644527 -1.327804 -0.62 -0.09 0.28
C 4.064609 0.389392 0.854566 0.43 0.32 -0.01
C 1.008458 -1.554986 1.726814 0.47 -0.40 -0.14
C 3.309233 -8.888403 -0.346809 -0.01 -0.11 0.11
C 2.573442 3.932936 1.553724 -0.27 -0.45 -0.27
C 1.073196 4.124410 1.283202 0.39 0.13 0.69
H 3.142178 4.852289 1.432529 -0.07 0.11 -0.21
H 3.437567 -6.701915 -3.570403 -0.02 0.03 0.14
H 2.977015 -2.031870 1.006307 0.34 0.04 0.13
H -1.996012 -1.623740 0.477394 0.24 -0.16 0.23
H -0.475647 2.318559 0.301722 -0.06 -0.05 -0.11
H 0.985908 -1.000511 0.792212 -0.19 0.29 0.07
H 5.462165 -4.807518 0.958311 0.07 -0.06 0.02
H -3.196351 0.959420 0.500586 -0.03 0.00 -0.32
H -2.618741 7.417067 -5.642515 0.05 0.07 -0.09
H 0.050454 4.734099 -4.832661 0.05 0.01 -0.07
H 4.695814 0.763646 0.042240 0.03 -0.12 -0.15
H 2.223858 -3.270604 1.945508 0.19 -0.13 -0.02
H 4.116849 3.158382 0.275536 -0.06 -0.14 -0.47
H -6.944449 -3.780977 5.944311 -0.01 -0.10 -0.07
H -5.742187 -2.663904 5.276284 0.02 -0.03 -0.14
H -1.612039 6.088188 -5.061557 0.11 0.12 -0.07
H -4.701725 4.087119 -1.731811 0.07 0.00 -0.10
H 2.748547 1.315221 2.257058 -0.03 0.23 0.23
H 0.521289 1.233336 1.246662 0.00 -0.14 -0.04
H -6.723951 -5.833884 0.954101 -0.03 -0.01 -0.02
H 0.795107 5.154709 1.501929 0.01 0.10 -0.04
H 5.805148 0.085334 4.254990 0.07 0.09 0.12
H -0.654864 3.745849 2.515957 -0.15 -0.13 0.15
H -2.302654 10.387116 -8.928071 0.07 -0.01 -0.03
H 3.732053 -4.457050 1.178020 -0.03 -0.04 -0.07
H 4.943295 -2.118072 0.188770 -0.08 0.07 -0.07
H -0.153753 3.814322 -6.328180 -0.10 0.01 -0.02
H 0.261127 -2.339348 1.647126 -0.17 0.03 0.02
H -2.288647 -1.159277 2.167865 -0.13 0.00 0.14
H 3.238714 -9.816694 -0.910802 0.04 0.03 -0.05
H -5.228417 -4.266363 5.844241 -0.01 -0.10 -0.10
H 3.688604 -9.112065 0.649595 -0.01 0.07 0.04
H -5.400767 3.195093 -4.910052 0.01 0.05 0.09
H -4.082980 3.642408 -6.003862 0.05 -0.04 -0.02
H -2.225860 6.052024 -6.719409 0.15 0.05 -0.11
H -5.412571 -6.990623 1.310639 0.00 0.02 0.03
H 2.368929 1.054751 4.726434 -0.20 -0.07 -0.16
H 4.275103 0.878148 4.065977 -0.35 -0.02 0.16
H 6.522526 -1.457964 0.523030 0.42 -0.41 0.42
H -3.718711 9.490846 -8.359022 0.02 -0.04 0.06
H 1.862657 10.014429 -9.314919 -0.10 0.03 -0.01
H -1.609372 0.494327 -0.146512 -0.08 0.13 -0.18
H 2.032682 9.125208 -7.795046 0.01 0.04 0.00
H 1.881357 1.321659 6.411720 0.00 0.14 0.00
H 0.884344 3.949172 0.225389 -0.14 0.13 -0.10
H 4.621190 -5.374202 2.403654 -0.01 -0.09 -0.01
H 1.503774 -0.208669 5.667177 0.00 -0.11 -0.24
H -3.727867 3.898911 -0.270783 0.24 0.09 -0.05
H 0.258294 2.960792 -4.824075 -0.04 0.00 0.03
H 2.676599 3.653172 2.603363 0.12 0.19 0.14
H 5.013584 -6.252051 -4.251973 0.03 0.09 0.10
H -3.885483 -2.885407 2.092197 -0.22 -0.25 0.14
H -8.378500 -7.852203 4.827405 0.04 -0.01 -0.06
H 4.825267 -7.819250 -3.445947 -0.02 0.01 0.11
H 5.851409 0.110603 1.877800 -0.16 0.21 0.67
H -8.061615 -7.184484 6.435699 0.01 0.07 0.00
H -7.024034 -7.574003 0.845085 -0.04 -0.03 0.09
H 1.830532 8.238929 -9.331098 -0.03 -0.01 0.02
H 2.508877 2.427654 -0.053625 0.00 0.13 -0.21
H -4.551699 -1.390843 2.819694 0.09 -0.17 0.23
H -6.721486 -7.861978 5.491074 0.03 0.03 -0.05
H 3.244210 -0.136997 0.371991 -0.16 -0.03 0.11
H -5.525503 -2.257092 1.657563 0.01 -0.21 -0.23
H -2.271353 2.123494 2.135563 0.11 0.08 0.46
H -2.608450 8.729171 -9.514110 0.06 -0.02 0.01
H 0.737076 -0.922948 2.569836 -0.05 0.21 -0.06
H 4.422485 1.956235 2.244865 -0.13 0.11 0.28
H -3.965935 2.156065 -5.023547 0.07 0.02 0.03
H 0.777713 2.775890 2.964165 -0.09 0.37 0.38
H -3.828499 2.560923 -1.427104 0.16 0.01 -0.16
H 2.455943 -1.102462 3.735570 -0.04 -0.12 0.29
H -1.312871 0.689111 2.690550 -0.26 0.20 0.36
H 2.318172 -8.439680 -0.274932 0.02 0.06 0.00
```
Positions in Å, forces in eV/Å.